Molecular formula: C5H13N2O
Method: DFT, ωB97M-V/def2-TZVPD

Values from the calculation:
ΔE to the lowest compared entry with this formula, charge and spin = 72.79 kcal/mol
F_max = 3.36 eV Å⁻¹
SMILES string = [NH3+]CCNCCC=O
charge = +1
HOMO energy = -0.473 Eh
E_LUMO = -3.42 eV

Each line ends with the Mulliken charge.
Cartesian coordinates (Å):
1 C -1.035 1.014 -0.927  -0.387
2 N -0.258 0.373 0.084  -0.322
3 C -0.996 -0.245 1.231  -0.707
4 C -0.265 -1.463 1.831  -0.548
5 C 0.256 -2.470 0.875  0.014
6 O 1.089 -2.217 0.011  -0.542
7 C 0.007 1.675 -1.871  -0.631
8 N 1.094 2.472 -0.977  -0.365
9 H -1.666 1.887 -0.372  0.283
10 H -1.807 0.301 -1.502  0.362
11 H 0.537 -0.338 -0.208  0.392
12 H -2.032 -0.638 0.888  0.300
13 H -1.195 0.543 2.061  0.288
14 H -1.060 -1.970 2.564  0.294
15 H 0.563 -1.121 2.399  0.321
16 H 0.069 -3.509 0.921  0.454
17 H 0.642 1.100 -2.638  0.331
18 H -0.296 2.591 -2.413  0.408
19 H 0.876 3.497 -0.879  0.383
20 H 2.031 2.345 -1.411  0.353
21 H 0.976 2.067 -0.082  0.319

---

Molecular formula: C5H13N2O
Method: DFT, ωB97M-V/def2-TZVPD

Values from the calculation:
ΔE to the lowest compared entry with this formula, charge and spin = 42.88 kcal/mol
F_max = 0.47 eV Å⁻¹
charge = +1
HOMO energy = -0.470 Eh
E_LUMO = -3.47 eV

Each line ends with the Mulliken charge.
Cartesian coordinates (Å):
1 C 1.331 -0.933 -0.667  -0.094
2 C 2.377 -0.551 0.071  -0.257
3 N 2.483 0.528 0.863  -0.358
4 N 1.479 -2.132 -1.520  -0.269
5 H 0.340 -0.518 -0.661  0.145
6 H 3.287 -1.135 -0.026  0.203
7 H 3.241 0.511 1.523  0.256
8 H 1.652 1.020 1.153  0.321
9 H 1.455 -1.919 -2.522  0.363
10 H 0.745 -2.821 -1.335  0.369
11 H 2.361 -2.614 -1.349  0.352
12 O -0.349 1.386 0.994  -0.530
13 C -1.548 1.272 0.934  -0.028
14 C -2.321 0.948 -0.307  -0.262
15 C -3.342 -0.159 -0.054  -1.105
16 H -2.135 1.434 1.853  0.370
17 H -1.623 0.710 -1.109  0.237
18 H -2.860 1.858 -0.578  0.314
19 H -2.858 -1.111 0.143  0.308
20 H -3.976 -0.281 -0.923  0.331
21 H -3.969 0.099 0.790  0.335

---

Molecular formula: C5H13N2O
Method: DFT, ωB97M-V/def2-TZVPD

Values from the calculation:
ΔE to the lowest compared entry with this formula, charge and spin = 118.91 kcal/mol
F_max = 4.81 eV Å⁻¹
SMILES string = C[N+]1(ON)CCCC1
charge = +1
HOMO energy = -0.565 Eh
E_LUMO = -2.75 eV

Each line ends with the Mulliken charge.
Cartesian coordinates (Å):
1 C 1.737 0.824 0.135  -0.544
2 C 0.798 1.159 -1.052  -0.554
3 C 1.131 -0.364 0.818  -0.520
4 C -0.088 -0.049 -1.119  -0.755
5 C -1.031 -1.624 0.647  -0.680
6 N -2.211 0.765 0.685  -0.513
7 N -0.280 -0.410 0.305  0.380
8 O -0.803 0.758 0.896  -0.253
9 H 2.784 0.771 -0.195  0.436
10 H 1.708 1.719 0.801  0.216
11 H 0.196 1.995 -0.906  0.273
12 H 1.350 1.319 -1.951  0.418
13 H 1.578 -1.173 0.222  0.336
14 H 1.037 -0.526 1.981  0.358
15 H -1.133 0.166 -1.373  0.419
16 H 0.384 -0.838 -1.599  0.466
17 H -2.070 -1.649 0.614  0.312
18 H -0.562 -2.436 0.038  0.322
19 H -0.736 -1.720 1.787  0.308
20 H -2.576 0.927 1.634  0.280
21 H -2.411 1.666 0.125  0.296

---

Molecular formula: C5H13N2O
Method: DFT, ωB97M-V/def2-TZVPD

Values from the calculation:
ΔE to the lowest compared entry with this formula, charge and spin = 54.05 kcal/mol
F_max = 0.97 eV Å⁻¹
charge = +1
HOMO energy = -0.459 Eh
E_LUMO = -3.05 eV

Each line ends with the Mulliken charge.
Cartesian coordinates (Å):
1 C 0.143 -1.647 0.455  -0.284
2 C 0.487 -2.570 -0.449  -0.132
3 N 1.640 -3.310 -0.393  -0.434
4 N -1.108 -0.895 0.236  -0.137
5 H 0.696 -1.318 1.312  0.302
6 H -0.226 -2.860 -1.215  0.266
7 H 2.048 -3.592 -1.265  0.253
8 H 2.278 -3.008 0.328  0.227
9 H -0.881 0.087 -0.064  0.085
10 H -1.623 -0.773 1.111  0.415
11 H -1.727 -1.308 -0.462  0.378
12 C 0.550 1.695 1.249  -1.009
13 C -0.593 2.218 0.407  -0.564
14 C -0.507 2.289 -0.918  0.141
15 O -1.499 2.741 -1.730  -0.474
16 H 0.175 1.051 2.050  0.316
17 H 1.339 1.197 0.686  0.297
18 H 1.002 2.538 1.778  0.360
19 H -1.435 2.647 0.944  0.318
20 H 0.380 1.956 -1.447  0.312
21 H -1.139 2.863 -2.613  0.363

---

Molecular formula: C5H13N2O
Method: DFT, ωB97M-V/def2-TZVPD

Values from the calculation:
ΔE to the lowest compared entry with this formula, charge and spin = 135.70 kcal/mol
F_max = 4.85 eV Å⁻¹
charge = +1
HOMO energy (spin up / spin down) = -0.414 / -0.414 Eh
E_LUMO (spin up / spin down) = -6.03 / -6.03 eV

Each line ends with the Mulliken charge.
Cartesian coordinates (Å):
1 C -1.258 0.526 -0.596  -0.378
2 C -1.491 2.529 0.745  -0.779
3 C -2.640 -1.584 -0.324  -0.882
4 C 4.049 -0.646 0.360  -0.530
5 C 2.063 -0.666 -0.811  0.049
6 N -1.866 1.190 0.307  -0.098
7 N -1.460 -0.754 -0.772  -0.007
8 O 3.277 -0.382 -0.751  -0.115
9 H -2.296 2.900 1.423  0.314
10 H -0.496 2.606 1.194  0.265
11 H -1.428 3.187 -0.167  0.286
12 H -3.562 -1.320 -0.888  0.278
13 H -2.810 -1.275 0.716  0.286
14 H -2.382 -2.626 -0.306  0.349
15 H 4.436 0.381 0.671  0.251
16 H 4.774 -1.378 0.121  0.272
17 H 3.378 -1.072 1.081  0.352
18 H 1.506 -0.207 -1.637  0.313
19 H 1.532 -1.082 -0.018  0.273
20 H -2.411 0.787 1.149  0.242
21 H -0.916 -1.114 -1.498  0.261

---

Molecular formula: C5H13N2O
Method: DFT, ωB97M-V/def2-TZVPD

Values from the calculation:
ΔE to the lowest compared entry with this formula, charge and spin = 141.79 kcal/mol
F_max = 4.20 eV Å⁻¹
charge = +2
HOMO energy (spin up / spin down) = -0.730 / -0.730 Eh
⟨S²⟩ = 0.756
multiplicity = 2
E_LUMO (spin up / spin down) = -11.70 / -14.65 eV

Each line ends with the Löwdin spin population.
Cartesian coordinates (Å):
1 N -0.051 0.864 -1.272  0.000
2 C -0.041 0.153 -0.061  0.005
3 C -1.254 -0.492 0.358  0.004
4 C -2.293 0.559 0.997  0.003
5 C -2.054 -1.128 -0.851  0.002
6 C 1.339 -0.265 0.449  0.082
7 N 2.027 0.830 1.165  0.730
8 O 2.185 -0.652 -0.708  0.082
9 H 2.337 0.315 -0.773  0.002
10 H 0.395 0.348 -2.016  0.001
11 H 0.393 1.776 -1.183  0.001
12 H 1.295 -1.190 1.051  0.049
13 H -0.950 -1.266 1.089  0.001
14 H -3.250 0.055 1.007  0.000
15 H -1.906 0.824 1.978  0.000
16 H -2.297 1.436 0.345  0.000
17 H -3.052 -1.437 -0.544  0.000
18 H -1.568 -1.990 -1.300  0.000
19 H -2.187 -0.358 -1.604  0.000
20 H 1.447 1.389 1.812  0.019
21 H 2.842 0.516 1.685  0.018

---

Molecular formula: C5H13N2O
Method: DFT, ωB97M-V/def2-TZVPD

Values from the calculation:
ΔE to the lowest compared entry with this formula, charge and spin = 17.10 kcal/mol
F_max = 1.56 eV Å⁻¹
charge = +2
HOMO energy (spin up / spin down) = -0.745 / -0.746 Eh
⟨S²⟩ = 0.755
multiplicity = 2
E_LUMO (spin up / spin down) = -7.46 / -12.36 eV

Each line ends with the Löwdin spin population.
Cartesian coordinates (Å):
1 C -0.649 -1.225 1.744  0.004
2 C -0.367 -1.454 0.251  0.001
3 C 0.816 -0.591 -0.286  0.001
4 C 0.408 0.556 -1.240  0.074
5 C 0.003 1.819 -0.452  0.090
6 N 0.637 2.928 -0.665  0.027
7 O -0.860 1.748 0.449  0.783
8 N 0.068 -2.946 0.099  0.000
9 H -0.396 -2.040 2.424  0.001
10 H -1.661 -0.863 1.925  0.000
11 H -0.020 -0.424 2.160  0.001
12 H -1.207 -1.365 -0.435  0.000
13 H 1.395 -0.270 0.576  0.001
14 H 1.559 -1.181 -0.845  0.002
15 H 1.306 0.850 -1.770  0.011
16 H -0.348 0.253 -1.960  0.000
17 H 0.457 3.740 -0.076  0.001
18 H 1.152 3.104 -1.524  0.002
19 H -0.598 -3.415 -0.517  0.000
20 H 1.025 -3.003 -0.244  0.000
21 H 0.054 -3.414 0.998  0.000

---

Molecular formula: C5H13N2O2S
Method: DFT, ωB97M-V/def2-TZVPD

Values from the calculation:
ΔE to the lowest compared entry with this formula, charge and spin = 79.22 kcal/mol
F_max = 4.47 eV Å⁻¹
charge = +1
HOMO energy (spin up / spin down) = -0.520 / -0.494 Eh
E_LUMO (spin up / spin down) = -6.12 / -7.07 eV

Each line ends with the Mulliken charge.
Cartesian coordinates (Å):
1 C -0.678 -1.088 1.695  0.108
2 C -0.219 -1.114 -2.644  -0.942
3 C -1.635 0.785 2.966  -0.886
4 C 1.987 1.284 -1.948  -1.118
5 C 0.647 -1.011 -1.419  -0.102
6 N -0.778 -0.362 2.728  -0.058
7 N -1.202 -0.958 0.533  -0.627
8 O 1.799 0.300 0.504  -0.630
9 O -0.201 1.466 -0.434  -0.619
10 S 0.922 0.572 -0.624  1.193
11 H -0.148 -2.000 1.859  0.397
12 H -0.982 -0.438 -2.405  0.349
13 H -0.601 -2.059 -2.872  0.383
14 H 0.463 -0.615 -3.270  0.363
15 H -2.655 0.534 3.315  0.315
16 H -1.241 1.247 3.857  0.366
17 H -1.410 1.564 2.168  0.302
18 H 2.740 2.081 -1.801  0.351
19 H 2.517 0.433 -2.340  0.398
20 H 1.264 1.676 -2.684  0.389
21 H 1.179 -1.784 -0.924  0.453
22 H -0.269 -0.521 3.559  0.280
23 H -1.501 0.008 0.182  0.336

---

Molecular formula: C5H13N2O2Si
Method: DFT, ωB97M-V/def2-TZVPD

Values from the calculation:
F_max = 5.51 eV Å⁻¹
charge = -1
HOMO energy (spin up / spin down) = 0.022 / -0.231 Eh
⟨S²⟩ = 2.005
multiplicity = 3
E_LUMO (spin up / spin down) = 3.61 / 0.46 eV

Each line ends with the Löwdin spin population.
Cartesian coordinates (Å):
1 C -1.906 -2.269 -1.992  0.005
2 C 0.179 1.297 1.119  0.217
3 C 1.987 -0.396 0.858  0.062
4 C 0.954 0.899 -1.188  0.029
5 C 0.759 0.198 0.216  0.037
6 N -2.969 -1.964 -1.315  0.044
7 N -2.090 -0.572 0.343  0.789
8 O -2.015 -3.054 -2.987  0.017
9 O -0.766 -1.711 -1.596  0.006
10 Si -0.593 -1.150 -0.013  0.324
11 H -0.571 1.934 0.562  0.051
12 H -0.274 0.785 1.946  0.094
13 H 0.995 1.914 1.593  0.031
14 H 2.395 -1.099 0.234  0.006
15 H 1.805 -0.954 1.864  0.035
16 H 2.883 0.212 1.209  0.009
17 H 1.074 0.126 -1.837  0.002
18 H -0.005 1.425 -1.502  0.014
19 H 1.707 1.643 -1.134  0.007
20 H -3.915 -2.168 -1.793  0.004
21 H -2.929 -1.325 -0.426  0.019
22 H -2.123 0.014 1.242  0.138
23 H -0.142 -2.546 0.564  0.059

---

Molecular formula: C5H13N2S
Method: DFT, ωB97M-V/def2-TZVPD

Values from the calculation:
ΔE to the lowest compared entry with this formula, charge and spin = 19.91 kcal/mol
F_max = 1.80 eV Å⁻¹
SMILES string = CN(C)C[C@H](N)C[S-]
charge = -1
HOMO energy = -0.090 Eh
E_LUMO = 3.61 eV

Each line ends with the Mulliken charge.
Cartesian coordinates (Å):
1 N 0.474 -2.129 0.374  -0.659
2 C -0.191 -1.152 -0.514  0.149
3 C 0.031 -1.510 -2.043  -1.202
4 S 1.764 -1.634 -2.508  -0.626
5 C 0.384 0.266 -0.257  -0.778
6 N -0.557 1.144 0.438  -0.107
7 C -0.864 0.637 1.767  -1.091
8 C -0.045 2.503 0.473  -1.034
9 H 1.398 -1.768 0.454  0.241
10 H 0.494 -3.029 -0.072  0.305
11 H -1.275 -1.139 -0.359  0.273
12 H -0.390 -2.510 -2.184  0.359
13 H -0.496 -0.694 -2.549  0.395
14 H 0.584 0.681 -1.242  0.353
15 H 1.280 0.179 0.380  0.319
16 H -0.676 -0.427 1.881  0.423
17 H -1.920 0.804 2.025  0.220
18 H -0.302 1.186 2.536  0.414
19 H -0.441 3.081 1.308  0.427
20 H -0.306 3.028 -0.449  0.281
21 H 1.055 2.483 0.540  0.341

---

Molecular formula: C5H13N2S
Method: DFT, ωB97M-V/def2-TZVPD

Values from the calculation:
ΔE to the lowest compared entry with this formula, charge and spin = 9.25 kcal/mol
F_max = 1.78 eV Å⁻¹
charge = -1
HOMO energy = -0.103 Eh
E_LUMO = 3.91 eV

Each line ends with the Mulliken charge.
Cartesian coordinates (Å):
1 C -2.539 1.698 1.589  -0.685
2 N -1.528 -0.899 1.983  -0.264
3 C -2.534 -0.350 2.765  0.121
4 N -3.057 0.818 2.678  -0.592
5 H -1.494 2.061 1.804  0.266
6 H -3.164 2.615 1.491  0.277
7 H -2.454 1.194 0.589  0.243
8 H -1.074 -0.388 1.203  -0.097
9 H -1.012 -1.671 2.407  0.207
10 H -2.930 -0.908 3.602  0.331
11 C 3.106 -0.911 -1.383  -0.953
12 C 1.867 -0.791 -2.291  -0.431
13 C 1.061 0.481 -2.078  -0.770
14 S 0.191 0.560 -0.456  -0.539
15 H 3.743 -0.030 -1.440  0.283
16 H 3.658 -1.877 -1.509  0.303
17 H 2.722 -1.027 -0.341  0.227
18 H 2.116 -0.838 -3.382  0.301
19 H 1.229 -1.640 -2.158  0.267
20 H 0.338 0.567 -2.857  0.266
21 H 1.755 1.338 -2.218  0.239

---

Molecular formula: C5H13N2S
Method: DFT, ωB97M-V/def2-TZVPD

Values from the calculation:
ΔE to the lowest compared entry with this formula, charge and spin = 20.14 kcal/mol
F_max = 2.32 eV Å⁻¹
SMILES string = CCN[C@H](CN)C[S-]
charge = -1
HOMO energy = -0.091 Eh
E_LUMO = 3.64 eV

Each line ends with the Mulliken charge.
Cartesian coordinates (Å):
1 C 1.875 -0.628 0.594  -0.592
2 N 0.439 -0.387 0.735  -0.378
3 C -0.319 0.312 -0.352  0.647
4 C -1.783 -0.008 -0.021  -1.313
5 S -2.256 -1.717 -0.517  -0.646
6 C 0.083 1.783 -0.362  -0.882
7 N 1.080 2.186 -1.339  -0.601
8 C 2.608 0.020 1.777  -1.161
9 H 2.036 -1.705 0.443  0.444
10 H 2.243 -0.211 -0.349  0.250
11 H -0.106 -1.215 0.958  0.213
12 H -0.014 -0.217 -1.262  0.209
13 H -1.883 0.189 1.059  0.350
14 H -2.540 0.645 -0.477  0.316
15 H 0.498 2.082 0.608  0.329
16 H -0.864 2.343 -0.441  0.354
17 H 0.941 1.884 -2.289  0.245
18 H 2.026 1.940 -1.063  0.247
19 H 3.414 -0.616 2.175  0.353
20 H 3.226 0.831 1.358  0.239
21 H 2.015 0.357 2.619  0.375